A 7-piece molecular cluster, C38H85F6N5O4 overall at a distorted geometry, computed with ωB97M-V with the def2-TZVPD basis set.

```
138
Properties=species:S:1:pos:R:3:forces:R:3:lowdin_charge:R:1
C 1.996149 -3.376576 -5.932959 0.18 0.63 -1.45 -0.0615
C 0.586017 -3.125182 -6.443435 0.24 -1.21 0.47 -0.1927
O 0.102140 -2.003075 -5.707890 0.37 0.80 0.71 0.0157
C -0.969043 -1.359858 -6.111662 -0.78 -0.32 -0.55 -0.3872
O -1.720115 -1.756367 -6.955589 -0.16 0.30 -0.14 0.1663
C -1.202384 0.009018 -5.381646 1.24 -0.62 -0.73 -0.5356
F -2.490360 0.255391 -5.248081 -0.04 -0.12 0.57 0.1913
F -0.536502 -0.017580 -4.222993 -0.68 0.41 0.20 0.1553
F -0.686722 1.013297 -6.123557 0.01 -0.25 0.10 0.1471
H 2.626469 -2.547427 -6.263481 0.13 -0.01 0.29 0.0728
H 2.382288 -4.255697 -6.452741 0.00 -0.16 0.35 0.0847
H 2.039960 -3.462495 -4.852857 -0.08 -0.20 0.01 0.0736
H 0.045555 -4.050645 -6.215591 -0.64 0.47 0.07 0.1305
H 0.481451 -2.959162 -7.514582 0.24 0.21 0.03 0.1316
C 1.482746 -0.891518 2.749353 0.61 0.50 0.25 -0.0630
C 1.953693 -0.479029 1.369910 0.10 0.08 0.84 -0.1922
O 1.401806 -1.456718 0.464967 -0.09 0.38 -0.28 0.0456
C 1.008039 -1.012261 -0.710992 -0.87 -0.01 0.14 -0.3930
O 1.129021 0.083383 -1.159166 0.29 0.64 -0.25 0.1544
C 0.190525 -2.079264 -1.466967 0.51 -0.93 0.26 -0.5354
F 0.289884 -3.249427 -0.810080 -0.16 -0.11 -0.29 0.1464
F -1.101534 -1.790026 -1.577563 0.00 0.39 0.15 0.1798
F 0.683926 -2.246042 -2.691715 0.02 0.00 -0.12 0.1663
H 0.427888 -0.666125 2.897542 -0.11 -0.31 -0.21 0.0745
H 2.007896 -0.270133 3.480852 0.07 -0.10 0.02 0.0868
H 1.716934 -1.933305 2.957981 -0.18 -0.03 0.01 0.0852
H 3.037668 -0.485283 1.254981 0.00 -0.19 0.07 0.1335
H 1.636164 0.549335 1.193060 -0.27 -0.27 -0.61 0.1026
C -2.565656 -7.607012 2.861838 0.88 -0.15 -1.13 -0.0705
C -3.077701 -7.482750 1.418706 -0.79 -0.04 0.50 -0.2555
N -2.827330 -6.160333 0.863382 0.12 -0.27 -1.53 -0.1994
C -1.440157 -5.929670 0.448715 0.68 -0.53 1.46 -0.2486
C -0.799720 -7.021580 -0.414478 -1.39 0.15 -0.67 -0.0825
C -3.436444 -5.031235 1.530759 -0.69 -0.09 -0.63 -0.2665
C -3.658757 -3.855312 0.574817 0.00 0.26 0.25 -0.0800
H -3.016498 -6.811084 3.448671 -0.10 -0.30 0.38 0.0524
H -1.487839 -7.424504 2.809228 0.02 0.06 0.34 0.0653
H -2.675517 -8.613915 3.261275 -0.37 0.15 0.25 0.0720
H -2.741650 -8.266067 0.737935 0.68 0.20 0.15 0.0980
H -4.146972 -7.731340 1.408398 -0.19 0.68 0.09 0.1102
H -1.279755 -4.973699 -0.041558 -0.55 0.04 -0.15 0.0839
H -0.888273 -5.841793 1.398888 0.59 0.10 -0.10 0.1065
H -1.467793 -7.143313 -1.276175 0.12 0.02 -0.14 0.0799
H 0.162893 -6.721160 -0.819898 0.16 -0.03 0.32 0.0687
H -0.782338 -8.017851 0.023142 0.43 0.18 0.34 0.0594
H -2.910962 -4.646495 2.417633 0.25 -0.21 0.09 0.0994
H -4.416925 -5.387514 1.857337 -0.01 0.09 0.20 0.1186
H -4.177456 -4.136381 -0.340885 0.11 -0.26 0.01 0.0790
H -2.714922 -3.376109 0.311462 -0.03 0.01 -0.08 0.0488
H -4.279535 -3.094686 1.055776 0.09 0.01 0.11 0.0635
C 3.849370 7.482296 0.870165 -0.92 0.02 -0.61 -0.0785
C 2.858216 6.571278 1.597553 -0.12 0.58 0.87 -0.2693
N 3.308823 5.238093 1.941245 -0.40 -1.35 0.16 -0.2024
C 4.478059 5.083587 2.817237 -1.32 1.28 -0.18 -0.2334
C 4.212702 5.872925 4.110255 1.18 0.18 -0.19 -0.0881
C 3.362420 4.380201 0.776307 1.01 -0.33 -0.75 -0.2788
C 3.503495 2.868418 0.998170 -0.22 0.56 0.49 -0.0905
H 4.046327 7.069194 -0.120741 0.56 0.06 0.10 0.0660
H 4.741757 7.704097 1.451286 0.17 -0.32 -0.11 0.0659
H 3.362771 8.444819 0.689494 -0.01 0.00 0.04 0.0720
H 2.512330 7.137770 2.470897 0.32 -0.40 0.38 0.1035
H 1.905186 6.434135 1.082405 0.26 0.08 -0.59 0.1095
H 4.651336 4.036938 3.051851 -0.19 -0.07 -0.16 0.0997
H 5.354033 5.471040 2.278317 0.35 -0.07 0.32 0.1136
H 4.488585 6.920788 3.969168 0.05 0.00 0.05 0.0637
H 3.182485 5.889587 4.454043 -0.09 -0.51 -0.13 0.0746
H 4.876004 5.465731 4.876308 -0.20 0.18 0.22 0.0682
H 4.256962 4.598926 0.160142 -0.13 0.40 -0.17 0.1102
H 2.497571 4.560975 0.134909 -0.09 0.09 0.16 0.1063
H 4.492562 2.613602 1.380221 -0.05 -0.02 0.10 0.0663
H 3.406047 2.378156 0.030095 -0.22 -0.13 0.05 0.0649
H 2.743084 2.535963 1.709610 0.02 -0.24 -0.12 0.0694
C 3.709583 3.708367 -3.202575 0.33 -0.70 -0.45 -0.0685
C 2.981467 2.536679 -3.855299 -0.82 0.37 -0.11 -0.2617
N 3.780061 1.758658 -4.796506 0.37 -0.21 0.26 -0.1805
C 4.301068 2.497942 -5.948716 -1.53 -0.19 -0.43 -0.2318
C 3.195265 3.105272 -6.871147 1.23 0.99 1.24 -0.0749
C 3.086053 0.551574 -5.186732 -0.16 -0.56 -0.41 -0.2711
C 3.002818 -0.473837 -4.068234 -0.08 -0.18 -0.02 -0.0720
H 4.364173 3.316261 -2.423094 0.05 0.17 0.08 0.0690
H 3.008090 4.421677 -2.776341 0.04 0.07 -0.01 0.0711
H 4.345275 4.175343 -3.954085 -0.09 0.43 0.23 0.0552
H 2.572790 1.918485 -3.053441 0.38 -0.36 -0.12 0.0920
H 2.055444 2.872696 -4.350412 0.05 0.34 -0.15 0.1096
H 4.955403 3.285849 -5.585970 0.22 -0.06 -0.26 0.0936
H 4.823459 1.804264 -6.607468 0.52 -0.11 0.47 0.1048
H 2.441349 2.382042 -7.156903 0.00 0.03 -0.28 0.0611
H 2.758050 3.944221 -6.323229 -0.47 -0.16 -0.13 0.0621
H 3.733929 3.583519 -7.690808 -0.36 -0.33 -0.43 0.0688
H 3.591098 0.098653 -6.048293 0.46 0.02 0.23 0.1142
H 2.088822 0.706757 -5.634302 -0.25 0.41 0.48 0.1021
H 2.379032 -1.304890 -4.385527 0.06 -0.05 -0.03 0.0269
H 2.537736 -0.102534 -3.157035 0.06 0.20 -0.08 0.0401
H 3.997120 -0.848089 -3.819470 0.01 0.02 0.01 0.0858
C -1.023180 2.877161 -2.173083 0.50 0.22 -0.55 -0.0678
C -1.013180 2.776870 -0.664918 0.25 -0.47 0.67 -0.2712
N -2.234956 3.361180 -0.082283 1.10 0.18 -0.46 -0.1884
C -1.909390 4.671283 0.480475 -1.92 0.10 0.98 -0.2550
C -3.236292 5.427796 0.747889 0.98 0.16 -0.09 -0.0931
C -2.978725 2.414365 0.736900 0.46 0.01 -0.31 -0.2493
C -3.418843 1.194598 -0.071187 0.35 -0.76 0.80 -0.0817
H -0.116434 2.487089 -2.645623 0.04 -0.15 0.23 0.0545
H -1.086985 3.919148 -2.498129 -0.10 0.06 0.17 0.0728
H -1.868593 2.364513 -2.633128 -0.09 -0.10 0.27 0.0696
H -0.815173 1.758334 -0.310281 -0.72 -0.28 -0.38 0.0865
H -0.120295 3.204064 -0.185303 -0.02 0.74 -0.46 0.1059
H -1.248347 5.243655 -0.165908 -0.15 -0.20 -0.40 0.1078
H -1.411864 4.649993 1.463360 0.35 -0.46 -0.01 0.1106
H -3.736561 4.993134 1.610734 -0.18 -0.01 -0.09 0.0555
H -3.869797 5.383633 -0.135005 -0.12 0.05 0.04 0.0743
H -3.008695 6.465191 1.002433 -0.15 0.04 -0.07 0.0659
H -2.332922 2.042642 1.551335 -0.05 -0.06 0.17 0.1151
H -3.837719 2.876584 1.220553 -0.01 0.20 -0.21 0.1020
H -4.056437 1.335597 -0.939994 -0.12 0.44 0.14 0.0778
H -2.552770 0.614993 -0.396650 0.06 0.17 -0.20 0.0496
H -3.893489 0.517811 0.647487 -0.36 0.03 -0.22 0.0693
C -0.727292 -2.287500 5.424852 0.31 -0.13 -0.46 -0.0781
C -2.069683 -1.656480 5.047950 -0.54 -0.33 0.69 -0.2462
N -3.102464 -1.927697 6.039785 -0.39 0.25 0.88 -0.2097
C -4.349835 -1.184004 5.876735 -0.18 -0.71 -0.27 -0.2387
C -5.303747 -1.758023 4.828464 0.19 -0.88 -0.91 -0.0967
C -3.233722 -3.257961 6.619282 -0.47 -0.01 -0.42 -0.2372
C -3.385625 -4.392186 5.588129 0.83 -0.09 0.09 -0.0843
H 0.086323 -1.671681 5.042099 0.04 0.09 0.19 0.0445
H -0.559967 -3.267498 4.972020 -0.28 -0.01 -0.08 0.0667
H -0.589522 -2.446370 6.492837 -0.13 0.40 0.07 0.0743
H -2.013502 -0.566578 5.038266 0.33 0.05 -0.19 0.1091
H -2.381489 -1.969375 4.042435 0.17 -0.08 -0.19 0.1020
H -4.906987 -1.216047 6.814978 0.32 0.39 0.24 0.1070
H -4.108512 -0.157610 5.598229 0.05 0.09 0.23 0.1080
H -4.727540 -2.106655 3.963107 -0.01 0.41 -0.18 0.0551
H -5.791037 -2.686316 5.135548 -0.09 0.16 0.46 0.0629
H -6.089122 -1.093865 4.466069 0.13 0.23 0.18 0.0691
H -4.084178 -3.267110 7.307509 -0.30 0.25 -0.33 0.1119
H -2.431152 -3.460356 7.334535 0.44 -0.13 -0.47 0.1019
H -4.183021 -4.278805 4.860076 -0.45 0.16 0.35 0.0507
H -3.470468 -5.351921 6.102032 -0.10 -0.04 -0.13 0.0746
H -2.495275 -4.436449 4.951974 0.13 -0.11 0.22 0.0475
```
Forces are in eV/Å.

The SMILES is CCOC(=O)C(F)(F)F.CCOC(=O)C(F)(F)F.CCN(CC)CC.CCN(CC)CC.CCN(CC)CC.CCN(CC)CC.CCN(CC)CC. The value obtained for the highest occupied orbital energy is -7.9531 eV.